C43H48BN7PSe2V as an isolated structure at a distorted geometry. Source: OMol25; level of theory: wB97M-V/def2-TZVPD.

XYZ file:
```
103
Properties=species:S:1:pos:R:3:mulliken_charge:R:1
V -0.27815 -0.04564 -0.09008 1.39
C 0.92598 2.97967 3.48900 -1.02
C -0.43689 3.33512 4.05304 0.79
C -0.47233 3.04203 5.55714 -1.48
C -1.55618 2.60189 3.36353 0.11
C -2.89364 2.66452 3.80477 -1.27
C -3.58640 1.87090 2.93301 -0.52
N -2.71301 1.37318 2.03850 0.57
N -1.45740 1.81965 2.28440 0.02
B -3.10568 0.51933 0.83719 0.11
N -2.53909 -0.90788 0.95913 0.91
C -3.26146 -2.03781 0.86450 -0.86
C -2.53832 -3.06153 1.43312 -0.68
C -1.34461 -2.46461 1.88189 -0.35
N -1.35671 -1.16669 1.57522 -0.60
C -0.28954 -3.07531 2.75903 1.05
C -0.95575 -3.86107 3.89350 -1.72
C 0.68682 -3.97137 1.99599 -1.08
N -2.64489 1.31197 -0.43768 1.07
C -3.47554 2.21482 -0.96319 -0.86
C -2.80686 2.90138 -1.94718 -1.36
C -1.51854 2.35026 -1.98485 -0.23
N -1.42670 1.39981 -1.03037 0.26
C -0.49379 2.79142 -3.00860 1.47
C -1.20924 3.23531 -4.29338 -1.68
C 0.55656 1.74554 -3.37480 -0.75
H 1.70405 3.60919 3.92441 0.45
H 1.15652 1.94055 3.71117 0.02
H 0.93117 3.11706 2.41316 0.04
H -0.60786 4.40825 3.90664 0.26
H -0.40088 1.96606 5.72561 0.29
H 0.37202 3.52549 6.05160 0.43
H -1.39135 3.40174 6.02000 0.37
H -3.27785 3.22501 4.63933 0.40
H -4.63485 1.62683 2.88067 0.47
H -4.29845 0.44586 0.78551 -0.18
H -4.24230 -2.03545 0.41916 0.66
H -2.83284 -4.09242 1.53305 0.48
H 0.27617 -2.25242 3.19658 -0.02
H -1.42155 -4.77225 3.51266 0.34
H -0.20921 -4.14349 4.63644 0.45
H -1.72187 -3.26169 4.38642 0.40
H 0.15348 -4.72815 1.41574 0.28
H 1.30842 -3.37477 1.32794 -0.03
H 1.35178 -4.47503 2.69977 0.54
H -4.48596 2.31617 -0.60684 0.54
H -3.19981 3.69846 -2.55010 0.44
H 0.02441 3.66588 -2.59849 0.00
H -1.80990 2.41723 -4.69642 0.27
H -1.85727 4.09643 -4.13902 0.41
H -0.46991 3.51630 -5.04289 0.47
H 0.12449 0.74622 -3.46027 0.03
H 1.01466 2.00765 -4.32914 0.51
H 1.35524 1.70671 -2.64336 -0.16
Se 2.22738 -0.35213 2.30521 -0.33
P 3.08137 0.34596 0.50616 1.21
Se 1.99596 -0.37590 -1.24613 -0.62
C 3.16382 2.17363 0.40790 0.51
C 2.22234 2.90595 -0.30449 0.89
C 2.28603 4.29113 -0.32199 -0.51
C 3.29046 4.94484 0.37533 -0.73
C 4.21707 4.21683 1.10936 -0.73
C 4.15130 2.83320 1.13368 -0.96
C 4.83448 -0.10944 0.29498 0.25
C 5.51830 0.33972 -0.83213 -0.50
C 6.86604 0.05828 -0.97479 -0.68
C 7.52553 -0.67864 0.00149 -0.43
C 6.83573 -1.15369 1.10579 -0.61
C 5.48650 -0.86399 1.25936 -0.32
H 1.42945 2.39185 -0.83487 -0.98
H 1.53985 4.86130 -0.86125 0.43
H 3.34419 6.02594 0.35915 0.39
H 4.98853 4.73076 1.66839 0.42
H 4.85522 2.25909 1.72428 0.48
H 4.98449 0.89951 -1.59155 0.34
H 7.40493 0.40432 -1.84732 0.40
H 8.58415 -0.88195 -0.09952 0.38
H 7.34753 -1.75237 1.84825 0.40
H 4.93262 -1.21134 2.12299 0.28
N -0.81038 -1.19728 -1.17260 0.25
C -1.30751 -2.05811 -1.96755 -0.87
C -2.68347 -1.84960 -2.50283 0.17
C -3.04392 -0.65095 -3.10909 0.13
C -4.33684 -0.46839 -3.57450 -0.68
C -5.28038 -1.47438 -3.43006 -0.56
C -4.92581 -2.67344 -2.82475 -0.87
C -3.63090 -2.86415 -2.37271 -0.23
C -0.57295 -3.27829 -2.35885 0.44
C 0.41395 -3.79411 -1.52028 0.24
C 1.06509 -4.96904 -1.84762 -0.90
C 0.76527 -5.62175 -3.03619 -0.53
C -0.17465 -5.08336 -3.90458 -0.83
C -0.85292 -3.92546 -3.56416 -0.36
H -2.29764 0.12372 -3.23116 0.43
H -4.60698 0.46165 -4.05873 0.43
H -6.29094 -1.32711 -3.78840 0.43
H -5.66082 -3.45838 -2.70042 0.41
H -3.34580 -3.79416 -1.89601 0.56
H 0.64226 -3.26102 -0.60943 0.10
H 1.80465 -5.38266 -1.17381 0.46
H 1.26997 -6.54464 -3.29112 0.41
H -0.38292 -5.57191 -4.84768 0.42
H -1.58886 -3.50633 -4.23797 0.52
```

Calculated values
Total charge: 0
Frontier orbital gap (alpha / beta) in Eh: 0.2813 / 0.2624
<S²>: 2.094
M in g mol⁻¹: 913.56
E in a.u.: -8163.8820
Spin multiplicity: 3